This record from the OMol25 dataset describes a 16-piece molecular cluster, C94H217N11O16 overall at a distorted geometry. The level of theory is ωB97M-V/def2-TZVPD.

Each line ends with the Löwdin charge.
CARTESIAN COORDINATES (ANGSTROEM)
C -3.439 -1.632 -8.339  -0.07
C -2.599 -1.154 -7.158  -0.48
C -3.257 -1.675 -5.811  -0.04
O -1.269 -1.475 -7.359  -0.06
H -4.532 -1.273 -8.299  0.10
H -3.500 -2.704 -8.341  0.06
H -3.051 -1.368 -9.334  0.08
H -2.624 -0.062 -7.182  0.12
H -3.412 -2.766 -5.772  0.07
H -4.205 -1.193 -5.591  0.06
H -2.610 -1.434 -4.894  0.09
H -0.785 -1.925 -6.673  0.04
C 2.124 1.928 -6.442  -0.04
C 1.053 0.890 -6.220  -0.52
C 0.317 1.202 -4.937  -0.05
O 0.130 0.897 -7.251  -0.02
H 2.782 2.012 -5.603  0.05
H 1.736 2.918 -6.569  0.08
H 2.673 1.630 -7.338  0.09
H 1.525 -0.064 -6.063  0.11
H -0.232 0.338 -4.553  0.07
H -0.444 1.965 -5.027  0.06
H 1.089 1.528 -4.172  0.07
H -0.120 -0.007 -7.404  0.04
C -3.109 -2.958 6.337  -0.06
C -3.178 -2.070 5.095  -0.49
C -4.528 -2.205 4.359  -0.06
O -3.034 -0.685 5.430  -0.10
H -3.856 -2.682 7.063  0.07
H -2.142 -2.766 6.833  0.07
H -3.110 -4.033 6.096  0.08
H -2.355 -2.296 4.349  0.14
H -4.448 -1.721 3.375  0.06
H -5.293 -1.686 4.957  0.08
H -4.849 -3.174 3.991  0.06
H -2.500 -0.187 4.746  0.05
C -0.937 -4.952 -5.414  -0.07
C 0.335 -4.263 -5.636  -0.50
C 0.837 -4.451 -7.079  -0.04
O 0.045 -2.876 -5.406  -0.12
H -0.788 -5.974 -5.588  0.07
H -1.648 -4.615 -6.108  0.07
H -1.326 -4.737 -4.438  0.07
H 1.088 -4.658 -4.874  0.15
H 1.108 -5.519 -7.204  0.09
H 1.683 -3.816 -7.266  0.05
H 0.120 -4.061 -7.810  0.09
H 1.024 -2.572 -5.425  0.07
C -0.510 6.997 -3.655  -0.04
C -1.497 5.809 -3.562  -0.40
C -0.729 4.451 -3.378  -0.05
O -2.489 5.898 -2.421  -0.12
H 0.110 7.063 -2.718  0.08
H -1.074 7.876 -3.815  0.06
H 0.122 6.836 -4.526  0.07
H -2.082 5.623 -4.485  0.12
H -1.525 3.703 -3.452  0.05
H -0.354 4.612 -2.380  0.06
H 0.065 4.224 -4.112  0.08
H -3.244 5.434 -2.856  0.03
C 1.313 -1.024 -0.856  -0.01
C 0.878 -0.331 0.458  -0.46
C 1.068 1.163 0.303  -0.14
C 0.046 1.869 -0.567  -0.17
C -1.358 1.615 0.002  -0.09
C -1.688 0.080 0.076  -0.44
N -0.541 -0.554 0.903  -0.08
O -0.727 -1.934 1.040  -0.07
C -2.963 -0.163 0.865  -0.03
C -1.867 -0.612 -1.294  -0.01
C 1.825 -0.830 1.545  0.00
H 2.392 -1.079 -0.819  0.06
H 1.166 -0.432 -1.763  0.07
H 1.000 -2.019 -1.150  0.07
H 0.994 1.518 1.350  0.12
H 2.075 1.340 0.008  0.09
H 0.169 1.551 -1.640  0.11
H 0.232 2.909 -0.600  0.05
H -2.140 2.255 -0.452  0.11
H -1.391 2.044 1.055  0.11
H -3.034 -1.278 1.005  0.09
H -2.909 0.443 1.792  0.08
H -3.722 0.272 0.244  0.05
H -2.788 -0.248 -1.756  0.07
H -1.095 -0.289 -2.043  0.08
H -1.883 -1.698 -1.186  0.07
H 1.879 -1.905 1.518  0.07
H 1.578 -0.391 2.499  0.06
H 2.778 -0.474 1.226  0.07
H -0.361 -2.409 0.242  0.06
C -8.573 -3.166 4.055  -0.01
C -9.399 -1.831 3.857  -0.51
C -8.469 -0.681 3.793  -0.16
C -7.591 -0.536 2.508  -0.15
C -8.680 -0.402 1.385  -0.13
C -9.613 -1.657 1.333  -0.48
N -10.303 -1.787 2.664  -0.11
O -11.065 -2.942 2.670  -0.04
C -10.780 -1.324 0.337  -0.05
C -8.831 -2.897 0.835  -0.03
C -10.370 -1.607 5.027  -0.04
H -7.718 -3.442 3.413  0.05
H -9.188 -4.071 4.029  0.08
H -8.130 -3.128 5.068  0.09
H -8.946 0.316 3.776  0.13
H -7.832 -0.732 4.689  0.12
H -7.042 -1.466 2.376  0.07
H -6.938 0.311 2.520  0.09
H -8.337 -0.221 0.365  0.10
H -9.225 0.490 1.749  0.12
H -10.354 -0.994 -0.613  0.07
H -11.371 -2.270 0.114  0.09
H -11.523 -0.554 0.751  0.11
H -7.907 -2.867 1.431  0.03
H -9.363 -3.836 1.079  0.09
H -8.530 -2.862 -0.234  0.10
H -9.784 -1.378 5.935  0.09
H -10.972 -2.507 5.137  0.08
H -10.977 -0.682 4.889  0.10
H -11.934 -2.712 2.310  0.11
C -2.530 4.280 2.972  -0.02
C -2.811 5.820 2.693  -0.44
C -2.499 6.732 3.872  -0.14
C -0.985 6.920 4.071  -0.15
C -0.333 7.318 2.722  -0.14
C -0.623 6.411 1.556  -0.48
N -2.117 6.302 1.386  -0.08
O -2.412 5.340 0.448  -0.07
C -0.134 7.063 0.283  -0.03
C 0.217 5.077 1.740  0.00
C -4.292 5.901 2.295  -0.05
H -3.463 3.865 3.275  0.07
H -1.760 4.071 3.707  0.05
H -2.263 3.762 2.073  0.04
H -2.981 7.687 3.640  0.12
H -2.980 6.298 4.737  0.12
H -0.593 5.943 4.388  0.10
H -0.869 7.682 4.827  0.10
H 0.755 7.419 2.764  0.12
H -0.783 8.302 2.488  0.13
H -0.475 6.601 -0.610  0.05
H -0.423 8.097 0.254  0.09
H 0.917 7.044 0.258  0.06
H 1.284 5.239 1.740  0.08
H -0.070 4.545 2.614  0.04
H 0.046 4.491 0.839  0.06
H -4.859 5.793 3.242  0.09
H -4.601 5.140 1.608  0.06
H -4.444 6.898 1.933  0.08
H -2.394 5.835 -0.405  0.08
C 5.302 3.295 -1.100  -0.02
C 4.123 3.198 -2.111  -0.48
C 2.859 4.032 -1.495  -0.08
C 2.973 5.613 -1.627  -0.13
C 3.358 6.018 -3.089  -0.12
C 4.558 5.210 -3.627  -0.49
N 4.310 3.755 -3.452  -0.10
O 5.391 3.033 -3.931  -0.03
C 4.650 5.432 -5.197  -0.02
C 5.857 5.741 -3.010  -0.05
C 3.797 1.755 -2.312  -0.05
H 4.956 2.918 -0.042  0.10
H 5.642 4.291 -0.888  0.04
H 6.215 2.673 -1.227  0.08
H 1.952 3.703 -2.096  0.10
H 2.680 3.704 -0.459  0.09
H 3.774 5.845 -0.941  0.10
H 2.033 5.924 -1.295  0.05
H 3.686 7.091 -3.241  0.13
H 2.520 5.894 -3.812  0.11
H 5.631 5.207 -5.592  0.07
H 3.893 4.795 -5.655  0.07
H 4.438 6.482 -5.472  0.09
H 5.907 5.817 -1.897  0.08
H 6.750 5.248 -3.344  0.07
H 6.060 6.735 -3.400  0.08
H 3.879 1.205 -1.357  0.07
H 4.577 1.297 -2.946  0.08
H 2.724 1.611 -2.701  0.09
H 5.170 2.749 -4.780  0.07
C 5.029 -3.125 0.061  -0.01
C 6.019 -2.723 1.214  -0.48
C 7.230 -3.645 1.197  -0.16
C 8.142 -3.405 0.002  -0.17
C 8.657 -1.900 0.100  -0.12
C 7.514 -0.911 0.207  -0.52
N 6.606 -1.376 1.265  -0.08
O 5.518 -0.493 1.235  -0.05
C 8.086 0.468 0.617  -0.01
C 6.805 -0.812 -1.139  -0.04
C 5.270 -2.905 2.540  -0.02
H 4.479 -3.984 0.401  0.06
H 5.491 -3.270 -0.946  0.08
H 4.282 -2.365 -0.016  0.05
H 7.817 -3.441 2.091  0.12
H 6.982 -4.737 1.170  0.14
H 7.667 -3.618 -0.963  0.09
H 9.054 -4.065 0.010  0.12
H 9.314 -1.573 -0.710  0.12
H 9.131 -1.902 1.071  0.11
H 8.274 0.409 1.684  0.07
H 9.074 0.642 0.199  0.08
H 7.459 1.334 0.383  0.07
H 5.787 -0.455 -1.044  0.07
H 7.283 -0.147 -1.890  0.10
H 6.826 -1.793 -1.603  0.05
H 5.809 -2.736 3.479  0.09
H 4.816 -3.901 2.520  0.09
H 4.451 -2.253 2.554  0.04
H 5.509 -0.155 2.145  0.08
C 1.716 -5.513 -1.350  -0.05
C 0.507 -6.233 -0.889  -0.55
C 0.909 -7.636 -0.355  -0.12
C 1.470 -7.582 1.064  -0.17
C 0.413 -6.876 1.977  -0.14
C 0.039 -5.519 1.508  -0.48
N -0.379 -5.553 0.046  -0.04
O -0.663 -4.236 -0.415  -0.07
C -1.240 -5.047 2.246  -0.01
C 1.219 -4.593 1.738  -0.02
C -0.322 -6.450 -2.149  -0.04
H 2.260 -5.976 -2.187  0.10
H 2.407 -5.454 -0.515  0.06
H 1.435 -4.524 -1.700  0.06
H 0.001 -8.250 -0.384  0.12
H 1.669 -8.022 -1.058  0.13
H 2.521 -7.135 1.124  0.12
H 1.758 -8.574 1.355  0.09
H 0.861 -6.799 2.996  0.13
H -0.472 -7.561 2.110  0.13
H -1.854 -5.940 2.237  0.07
H -1.090 -4.788 3.279  0.08
H -1.725 -4.245 1.739  0.04
H 1.162 -3.717 1.149  0.04
H 1.278 -4.277 2.760  0.08
H 2.213 -4.941 1.428  0.07
H 0.287 -6.927 -2.900  0.08
H -0.681 -5.457 -2.537  0.08
H -1.197 -7.093 -2.009  0.09
H -1.589 -4.273 -0.670  0.05
C 6.822 -0.154 5.271  -0.02
C 6.038 1.179 5.436  -0.51
C 7.014 2.398 5.427  -0.08
C 6.184 3.759 5.285  -0.16
C 5.349 3.706 4.016  -0.16
C 4.369 2.551 4.002  -0.45
N 5.224 1.325 4.239  -0.11
O 4.418 0.207 4.079  -0.06
C 3.186 2.830 5.023  0.00
C 3.814 2.410 2.568  -0.02
C 5.209 1.009 6.739  -0.02
H 7.336 -0.130 4.249  0.10
H 6.217 -1.000 5.234  0.04
H 7.602 -0.106 6.043  0.09
H 7.649 2.390 6.318  0.12
H 7.534 2.253 4.507  0.10
H 6.873 4.616 5.231  0.11
H 5.540 3.929 6.142  0.09
H 6.102 3.516 3.208  0.13
H 4.842 4.651 3.852  0.12
H 2.474 3.445 4.501  0.08
H 2.675 1.845 5.287  0.07
H 3.447 3.299 5.953  0.06
H 4.561 1.993 1.900  0.07
H 3.013 1.726 2.572  0.04
H 3.516 3.357 2.104  0.09
H 5.868 0.852 7.605  0.09
H 4.519 0.153 6.731  0.08
H 4.763 1.958 7.057  0.07
H 3.644 0.347 4.677  0.07
C -5.038 -2.987 -0.292  -0.04
C -4.483 -4.187 0.496  -0.39
C -5.525 -5.165 1.116  -0.22
O -6.366 -5.696 0.140  -0.18
C -7.224 -6.674 0.633  -0.12
N -3.563 -4.880 -0.435  0.05
H -5.756 -2.482 0.316  0.06
H -5.554 -3.410 -1.121  0.07
H -4.173 -2.408 -0.642  0.06
H -3.920 -3.782 1.378  0.13
H -6.107 -4.626 1.883  0.11
H -4.954 -5.934 1.659  0.13
H -7.601 -6.398 1.647  0.10
H -6.757 -7.655 0.770  0.09
H -8.022 -6.823 -0.063  0.08
H -4.083 -5.203 -1.277  0.11
H -3.233 -5.699 0.025  0.05
C -0.055 1.662 5.662  -0.05
C 0.050 0.818 4.410  -0.40
C 0.489 -0.666 4.700  -0.18
O 1.838 -0.665 5.057  -0.21
C 2.409 -1.874 5.337  -0.11
N -1.203 0.847 3.673  0.07
H -0.781 1.234 6.320  0.07
H -0.482 2.660 5.505  0.08
H 0.904 1.710 6.216  0.08
H 0.874 1.232 3.830  0.10
H 0.197 -1.318 3.836  0.13
H -0.130 -1.086 5.501  0.12
H 3.428 -1.672 5.674  0.08
H 2.567 -2.492 4.447  0.09
H 1.864 -2.441 6.111  0.11
H -1.432 1.803 3.436  0.06
H -1.124 0.328 2.788  0.05
C 3.262 -2.956 -3.070  -0.06
C 3.528 -1.957 -4.167  -0.42
C 5.021 -1.730 -4.290  -0.19
O 5.170 -0.723 -5.284  -0.23
C 6.501 -0.377 -5.633  -0.09
N 2.895 -2.367 -5.428  0.05
H 2.193 -3.229 -3.202  0.07
H 3.300 -2.605 -2.048  0.05
H 3.885 -3.847 -3.179  0.09
H 3.088 -1.019 -3.846  0.13
H 5.486 -2.670 -4.738  0.15
H 5.490 -1.390 -3.329  0.12
H 7.208 -1.268 -5.712  0.11
H 6.855 0.276 -4.844  0.08
H 6.455 0.123 -6.564  0.07
H 3.147 -1.576 -6.105  0.12
H 3.328 -3.235 -5.811  0.11
C -4.082 1.868 -3.933  -0.06
C -4.802 3.086 -3.336  -0.39
C -4.610 3.156 -1.765  -0.19
O -4.900 1.928 -1.148  -0.23
C -5.901 1.949 -0.138  -0.08
N -4.369 4.347 -3.929  0.04
H -3.017 1.946 -3.753  0.06
H -4.191 1.627 -5.012  0.08
H -4.402 0.883 -3.526  0.08
H -5.830 2.825 -3.535  0.13
H -5.171 4.030 -1.307  0.14
H -3.577 3.421 -1.522  0.10
H -6.081 0.826 0.085  0.11
H -6.790 2.347 -0.575  0.08
H -5.550 2.551 0.688  0.08
H -5.211 4.923 -3.837  0.10
H -4.133 4.233 -4.929  0.11

E_tot in eV: -150137.39555
HOMO-LUMO gap in Ha: 0.3241